A 10-piece molecular cluster, C60H50N10O20 overall in a non-equilibrium geometry, computed with ωB97M-V/def2-TZVPD.

Geometry as XYZ:
```
140
Properties=species:S:1:pos:R:3
O -7.308 -2.036 -9.913
N -8.007 -1.090 -10.234
O -8.712 -1.154 -11.200
C -8.101 0.167 -9.455
C -9.018 1.157 -9.765
C -9.087 2.341 -9.045
C -8.151 2.545 -8.002
C -7.162 1.617 -7.739
C -7.184 0.384 -8.381
H -9.670 1.030 -10.617
H -9.767 3.137 -9.312
H -8.198 3.450 -7.414
H -6.428 1.761 -6.960
H -6.506 -0.413 -8.111
O 7.986 -4.579 1.803
N 6.890 -4.565 2.330
O 5.829 -4.715 1.713
C 6.768 -4.374 3.759
C 7.720 -3.682 4.459
C 7.695 -3.617 5.844
C 6.600 -4.164 6.558
C 5.579 -4.756 5.835
C 5.676 -4.897 4.456
H 8.516 -3.191 3.919
H 8.473 -3.074 6.359
H 6.493 -3.917 7.604
H 4.820 -5.272 6.404
H 4.974 -5.510 3.910
O -1.170 -6.433 1.432
N -1.783 -6.599 2.507
O -1.290 -7.330 3.336
C -3.119 -6.059 2.610
C -3.588 -5.019 1.764
C -4.921 -4.586 1.906
C -5.814 -5.202 2.767
C -5.335 -6.172 3.643
C -3.989 -6.566 3.585
H -2.974 -4.669 0.948
H -5.371 -3.867 1.237
H -6.833 -4.900 2.963
H -5.845 -6.659 4.462
H -3.714 -7.377 4.242
O -5.361 -5.821 -4.882
N -5.282 -7.073 -5.057
O -6.242 -7.817 -5.180
C -4.061 -7.768 -4.846
C -2.878 -7.077 -5.167
C -1.684 -7.648 -4.836
C -1.609 -8.965 -4.443
C -2.780 -9.645 -4.132
C -4.029 -9.034 -4.310
H -2.941 -6.113 -5.652
H -0.794 -7.055 -4.986
H -0.635 -9.397 -4.265
H -2.760 -10.622 -3.672
H -4.926 -9.552 -4.006
O -2.680 10.347 -2.662
N -1.746 10.260 -3.485
O -1.079 11.193 -3.907
C -1.606 8.929 -4.222
C -0.779 8.724 -5.260
C -0.549 7.376 -5.809
C -1.248 6.309 -5.313
C -1.998 6.476 -4.148
C -2.212 7.778 -3.639
H -0.223 9.518 -5.735
H 0.309 7.274 -6.458
H -1.019 5.295 -5.606
H -2.467 5.659 -3.620
H -2.738 7.955 -2.712
O -0.575 -2.746 -9.822
N 0.182 -2.148 -9.018
O 0.021 -0.974 -8.760
C 1.450 -2.834 -8.701
C 1.922 -3.929 -9.418
C 3.046 -4.581 -9.059
C 3.768 -4.176 -7.870
C 3.364 -3.020 -7.220
C 2.162 -2.421 -7.565
H 1.412 -4.235 -10.319
H 3.389 -5.495 -9.520
H 4.636 -4.766 -7.613
H 3.952 -2.634 -6.401
H 1.740 -1.587 -7.024
O -0.606 -0.762 -1.999
N -0.978 -0.160 -1.024
O -2.088 0.267 -0.884
C -0.033 0.144 0.103
C 1.316 -0.171 0.065
C 2.188 0.181 1.055
C 1.741 0.865 2.136
C 0.348 1.189 2.308
C -0.503 0.776 1.268
H 1.652 -0.838 -0.715
H 3.248 -0.009 0.974
H 2.461 1.229 2.854
H -0.022 1.693 3.189
H -1.556 0.988 1.378
O 4.879 1.496 12.774
N 4.603 1.070 11.722
O 5.401 0.349 11.162
C 3.212 1.360 11.223
C 2.372 2.229 11.864
C 1.142 2.576 11.361
C 0.707 1.992 10.164
C 1.552 1.096 9.518
C 2.839 0.868 9.975
H 2.610 2.627 12.839
H 0.445 3.269 11.809
H -0.318 2.158 9.865
H 1.202 0.647 8.600
H 3.406 0.239 9.305
O 10.247 2.167 5.565
N 9.882 2.713 4.517
O 8.725 3.168 4.213
C 10.919 2.720 3.439
C 10.686 3.422 2.248
C 11.670 3.455 1.220
C 12.767 2.593 1.429
C 12.926 1.750 2.455
C 12.046 1.904 3.593
H 9.750 3.933 2.076
H 11.480 4.043 0.334
H 13.279 2.595 0.478
H 13.693 0.993 2.528
H 12.161 1.300 4.481
O -4.040 7.156 3.154
N -4.351 7.098 4.348
O -3.538 6.880 5.230
C -5.647 7.675 4.743
C -6.476 8.188 3.796
C -7.778 8.649 4.039
C -8.285 8.502 5.297
C -7.460 7.965 6.323
C -6.128 7.615 6.076
H -6.191 8.167 2.755
H -8.399 8.951 3.209
H -9.272 8.880 5.522
H -7.854 7.798 7.315
H -5.461 7.249 6.842
```

Calculated values
HOMO-LUMO gap: 8.9 eV
2S+1: 1
lowest unoccupied orbital energy: -0.0294 Eh
SMILES: O=[N+]([O-])c1ccccc1.O=[N+]([O-])c1ccccc1.O=[N+]([O-])c1ccccc1.O=[N+]([O-])c1ccccc1.O=[N+]([O-])c1ccccc1.O=[N+]([O-])c1ccccc1.O=[N+]([O-])c1ccccc1.O=[N+]([O-])c1ccccc1.O=[N+]([O-])c1ccccc1.O=[N+]([O-])c1ccccc1
energy relative to the best compared isomer or geometry (same formula, charge and spin): 140.9 kcal/mol

Results of the Mulliken charge analysis, in e, for atoms 1 through 8:
1. O -0.591
2. N 0.970
3. O -0.587
4. C -0.009
5. C -0.109
6. C -0.503
7. C -0.268
8. C -0.533